Run a
DFT (wB97M-V/def2-TZVPD) results for a cluster of 15 separate species, C45H105N15O15 in total.

Each line ends with the Löwdin charge.
Element x y z (Å)
O (-4.727, -4.110, 0.826)  0.02
O (3.483, -3.909, 0.161)  0.04
O (2.986, 5.657, -1.713)  -0.01
O (-0.932, 7.753, 0.296)  -0.01
O (7.609, -1.595, -2.466)  0.06
O (-2.671, 0.597, -6.048)  -0.01
O (-1.406, -5.653, 6.606)  0.05
O (-1.641, -0.276, 0.098)  0.01
O (1.037, 0.070, 5.167)  0.02
O (-4.573, 2.916, -1.627)  0.07
O (-0.640, -4.541, 3.131)  -0.02
O (2.928, 1.110, -0.962)  -0.03
O (0.438, -0.952, -5.618)  -0.01
O (-0.068, -4.935, -2.649)  0.03
O (-2.074, 3.661, 3.385)  0.01
N (0.511, -4.571, 5.946)  -0.03
N (2.661, -6.008, 0.368)  0.00
N (-2.379, 6.936, 1.821)  0.00
N (2.682, 2.979, -2.189)  0.03
N (1.790, 7.069, -0.406)  0.02
N (3.029, -0.975, 5.119)  0.01
N (5.840, -0.181, -1.830)  0.01
N (0.606, -0.159, 0.458)  0.04
N (-0.929, 1.975, 4.372)  0.02
N (0.643, -3.304, -3.990)  0.02
N (-4.240, 3.013, 0.540)  0.04
N (-3.532, -2.173, 1.250)  0.05
N (-3.708, 1.601, -4.282)  0.02
N (-0.381, -0.779, -7.664)  0.00
N (-1.876, -5.127, 1.269)  0.04
C (-4.724, 5.046, -0.661)  0.02
C (-0.255, -4.248, -3.616)  -0.57
C (1.147, 6.856, -2.787)  0.01
C (0.232, 1.253, -6.483)  0.00
C (-0.294, 4.194, 4.867)  0.00
C (-0.343, 1.389, -1.110)  0.03
C (-4.281, -2.756, -1.065)  0.03
C (3.290, -4.820, 2.382)  0.00
C (-3.181, 8.111, 2.056)  -0.04
C (-0.790, -2.161, -7.677)  -0.07
C (6.536, 0.723, -0.930)  -0.07
C (-4.240, -3.056, 0.470)  -0.53
C (2.683, 6.980, 0.749)  -0.05
C (-1.431, -3.266, 6.454)  0.00
C (2.249, 0.076, 4.922)  -0.53
C (-2.214, -0.360, -3.886)  0.03
C (-1.560, 0.931, 3.671)  -0.06
C (-1.232, 3.253, 4.161)  -0.57
C (3.703, 3.136, 0.066)  0.03
C (-4.510, 3.559, -0.647)  -0.59
C (-1.602, -5.181, 2.601)  -0.51
C (-4.103, 1.628, 0.795)  -0.07
C (-0.863, 5.342, 0.747)  0.02
C (-2.559, -5.924, 3.422)  0.01
C (-0.990, -4.284, 0.465)  -0.06
C (2.779, -6.279, -1.077)  -0.05
C (-0.561, 0.225, -0.132)  -0.52
C (3.201, -4.853, 0.851)  -0.59
C (0.669, -1.339, 1.294)  -0.06
C (2.069, 6.460, -1.571)  -0.50
C (2.501, 2.184, -3.385)  -0.07
C (-3.819, -2.265, 2.670)  -0.05
C (1.855, -3.053, -3.255)  -0.07
C (0.042, -0.233, -6.540)  -0.58
C (2.956, 1.177, 4.110)  0.02
C (-2.850, 0.691, -4.824)  -0.50
C (1.100, -5.809, 5.636)  -0.10
C (-1.388, 6.793, 0.945)  -0.51
C (-1.417, -4.427, -4.529)  0.02
C (6.435, -1.308, -2.389)  -0.55
C (-4.641, 2.402, -5.090)  -0.08
C (3.067, 2.335, -1.082)  -0.52
C (5.420, -2.237, -2.965)  -0.02
C (-0.813, -4.632, 6.317)  -0.56
C (2.586, -2.206, 5.709)  -0.06
H (1.750, 7.337, -3.632)  0.10
H (0.687, 3.789, 5.041)  0.06
H (-1.599, -2.391, -6.962)  0.08
H (1.750, -3.384, -2.223)  0.07
H (-2.619, -6.979, 3.213)  0.09
H (-1.327, 1.484, -1.488)  0.06
H (0.886, 7.415, -0.200)  0.05
H (7.343, 0.227, -0.382)  0.09
H (-0.029, 5.075, 1.335)  0.06
H (2.124, -2.775, 4.902)  0.07
H (1.874, -2.047, 6.512)  0.09
H (-1.122, -0.359, -4.109)  0.08
H (3.606, 7.546, 0.426)  0.11
H (5.847, 1.088, -0.215)  0.04
H (0.482, 1.729, -7.488)  0.10
H (-2.062, -5.191, -4.164)  0.08
H (-5.702, 2.041, -5.202)  0.10
H (2.424, -4.190, 2.678)  0.07
H (-2.467, -3.251, 6.078)  0.08
H (-2.547, 8.888, 2.467)  0.09
H (2.845, 2.074, 4.609)  0.04
H (7.036, 1.473, -1.520)  0.08
H (1.050, 1.548, -5.840)  0.05
H (-2.554, 6.131, 2.382)  0.11
H (-5.180, -3.243, -1.352)  0.07
H (-0.778, 0.496, 2.996)  0.09
H (4.012, -0.808, 4.896)  0.15
H (-3.089, -1.435, 0.758)  0.06
H (-1.953, 0.154, 4.320)  0.09
H (0.283, 0.922, -1.869)  0.07
H (-0.808, 1.676, -6.213)  0.10
H (0.082, -2.748, -7.481)  0.08
H (-1.255, -3.246, 0.644)  0.05
H (-4.629, 3.360, -4.567)  0.06
H (2.856, 3.992, -2.236)  0.09
H (-2.319, 1.356, 3.025)  0.06
H (3.118, -5.820, 2.767)  0.06
H (-0.690, 5.281, -0.336)  0.08
H (2.163, -5.729, 5.588)  0.07
H (-3.988, 1.582, -3.283)  0.11
H (1.934, -5.829, -1.577)  0.05
H (3.401, 1.568, -3.502)  0.09
H (-1.041, -0.166, -8.157)  0.15
H (-2.674, -1.227, -4.237)  0.05
H (-4.814, 1.230, 1.482)  0.08
H (-1.500, -2.966, 7.493)  0.08
H (0.055, -4.433, 0.649)  0.07
H (-1.172, -4.482, -0.616)  0.08
H (-0.951, -4.648, -5.492)  0.09
H (-4.136, -3.280, 2.929)  0.08
H (3.089, 3.048, 0.966)  0.08
H (0.286, 7.566, -2.472)  0.10
H (3.802, 4.162, -0.213)  0.04
H (-2.948, -2.102, 3.252)  0.06
H (2.298, 7.473, 1.656)  0.09
H (0.336, -2.602, -4.648)  0.07
H (-1.247, -2.267, -8.694)  0.10
H (4.632, -2.370, -2.232)  0.06
H (4.992, -1.790, -3.877)  0.10
H (-3.442, -3.301, -1.443)  0.06
H (4.019, 1.050, 3.942)  0.08
H (2.015, -1.968, -3.271)  0.09
H (-2.483, -0.326, -2.806)  0.07
H (0.718, 5.943, -3.167)  0.05
H (5.808, -3.211, -3.163)  0.08
H (2.677, -3.633, -3.694)  0.09
H (4.653, 2.629, 0.256)  0.06
H (-4.227, 2.755, -6.080)  0.09
H (-0.196, 5.144, 4.313)  0.08
H (-0.336, -1.591, 1.606)  0.07
H (2.943, 5.927, 0.932)  0.06
H (1.235, -1.177, 2.216)  0.07
H (2.586, 2.942, -4.204)  0.10
H (0.071, 2.280, -0.703)  0.07
H (1.473, 0.300, 0.046)  0.12
H (-5.102, 5.359, 0.288)  0.07
H (-0.722, 4.414, 5.883)  0.10
H (3.664, -5.693, -1.472)  0.11
H (-4.228, -1.723, -1.394)  0.06
H (-5.413, 5.344, -1.398)  0.07
H (-4.244, 3.584, 1.349)  0.12
H (-3.135, 1.363, 1.189)  0.05
H (3.351, -2.754, 6.219)  0.09
H (1.576, 1.560, -3.475)  0.08
H (-3.609, 8.397, 1.060)  0.11
H (-2.785, -5.396, 0.895)  0.13
H (2.784, -7.319, -1.181)  0.06
H (-0.835, -2.528, 5.855)  0.08
H (-3.898, 7.743, 2.721)  0.07
H (-2.310, -5.788, 4.478)  0.07
H (4.825, -0.264, -1.788)  0.10
H (2.473, 1.188, 3.115)  0.09
H (-3.516, -5.502, 3.123)  0.08
H (-1.611, 4.601, 1.041)  0.05
H (1.231, -2.103, 0.868)  0.05
H (-1.915, -3.513, -4.641)  0.04
H (-4.535, -1.541, 3.001)  0.08
H (-3.738, 5.537, -0.834)  0.10
H (0.635, -6.083, 4.699)  0.08
H (4.233, -4.325, 2.648)  0.09
H (0.774, -6.549, 6.346)  0.09
H (2.208, -6.729, 0.996)  0.16
H (0.559, -3.880, 5.173)  0.09
H (-4.302, 0.976, -0.047)  0.08
H (-0.101, 1.772, 4.891)  0.09

HOMO-LUMO gap   9.1 eV
Net charge   0
E_LUMO   0.1 eV

---

Run b
DFT (wB97M-V/def2-TZVPD) results for a cluster of 15 separate species, C45H105N15O15 in total.

Each line ends with the Löwdin charge.
Element x y z (Å)
O (-16.925, -27.959, -12.734)  0.01
O (-23.225, -16.428, -4.869)  -0.03
O (-19.913, -25.923, -4.658)  0.00
O (-14.940, -22.728, -9.261)  0.00
O (-10.579, -21.342, -3.855)  -0.01
O (-22.580, -23.603, -11.130)  0.07
O (-15.083, -20.570, -16.014)  -0.01
O (-10.624, -27.781, -5.698)  0.02
O (-16.106, -16.081, -8.487)  -0.01
O (-19.208, -13.921, -14.134)  0.03
O (-6.627, -15.086, -7.803)  -0.02
O (-11.174, -17.030, -12.416)  0.02
O (-7.692, -23.510, -10.120)  0.03
O (-24.848, -14.653, -10.751)  0.02
O (-13.128, -15.293, -3.477)  0.04
N (-15.145, -14.008, -8.801)  0.00
N (-22.955, -15.220, -11.805)  0.01
N (-15.505, -19.729, -18.128)  -0.01
N (-15.700, -20.632, -9.655)  0.01
N (-16.865, -26.631, -10.959)  0.00
N (-11.349, -28.904, -7.500)  0.01
N (-7.664, -16.424, -9.322)  0.00
N (-11.207, -23.516, -3.774)  -0.01
N (-6.061, -24.423, -9.000)  0.02
N (-11.613, -16.879, -4.047)  0.01
N (-12.001, -18.966, -13.161)  0.00
N (-21.996, -25.064, -4.651)  0.00
N (-22.561, -16.137, -7.048)  0.01
N (-24.561, -22.650, -11.369)  -0.01
N (-17.922, -15.175, -15.362)  0.00
C (-13.506, -20.980, -8.596)  0.00
C (-10.666, -28.803, -6.355)  -0.58
C (-7.809, -25.842, -9.979)  -0.01
C (-12.094, -17.708, -12.840)  -0.59
C (-12.839, -16.449, -3.691)  -0.59
C (-22.874, -22.282, -13.089)  0.00
C (-7.453, -17.619, -8.518)  -0.08
C (-10.888, -19.860, -13.098)  -0.06
C (-23.234, -15.748, -5.951)  -0.51
C (-13.483, -17.107, -13.030)  0.00
C (-22.563, -26.141, -3.827)  -0.05
C (-16.147, -14.886, -8.849)  -0.54
C (-7.632, -14.021, -9.789)  0.00
C (-21.685, -17.349, -6.960)  -0.05
C (-17.054, -12.963, -14.769)  0.02
C (-25.194, -23.241, -10.198)  -0.07
C (-13.821, -14.390, -8.343)  -0.06
C (-15.733, -25.847, -12.879)  0.00
C (-12.499, -23.315, -3.183)  -0.08
C (-7.267, -15.195, -8.895)  -0.50
C (-14.782, -21.502, -9.197)  -0.55
C (-23.460, -12.833, -11.496)  0.01
C (-17.480, -14.361, -9.452)  0.00
C (-23.287, -22.870, -11.739)  -0.60
C (-7.182, -24.540, -9.724)  -0.60
C (-12.137, -27.800, -8.099)  -0.05
C (-18.750, -16.377, -15.359)  -0.06
C (-13.804, -17.515, -3.293)  -0.01
C (-8.956, -22.983, -4.710)  0.00
C (-23.160, -16.704, -11.747)  -0.05
C (-24.023, -14.449, -5.952)  -0.01
C (-10.338, -22.521, -4.168)  -0.49
C (-20.288, -23.997, -6.010)  -0.01
C (-18.152, -14.062, -14.698)  -0.59
C (-17.082, -21.233, -17.200)  -0.02
C (-17.612, -27.496, -10.049)  -0.04
C (-16.540, -26.905, -12.210)  -0.59
C (-20.717, -25.030, -5.008)  -0.56
C (-10.549, -15.946, -4.338)  -0.08
C (-14.247, -18.976, -18.303)  -0.06
C (-9.959, -30.084, -5.873)  0.01
C (-23.834, -14.329, -11.341)  -0.58
C (-5.350, -25.554, -8.365)  -0.07
C (-16.971, -20.985, -10.203)  -0.09
C (-15.854, -20.398, -17.010)  -0.53
H (-10.684, -15.429, -5.287)  0.08
H (-12.837, -19.383, -13.545)  0.14
H (-10.468, -15.164, -3.583)  0.08
H (-13.458, -21.281, -7.549)  0.09
H (-8.326, -17.935, -7.947)  0.08
H (-13.378, -19.634, -18.321)  0.08
H (-23.561, -13.660, -6.545)  0.07
H (-11.270, -20.851, -12.848)  0.09
H (-19.783, -16.108, -15.139)  0.08
H (-8.221, -13.286, -9.241)  0.08
H (-5.956, -26.183, -7.713)  0.08
H (-18.665, -16.784, -16.367)  0.08
H (-15.686, -24.888, -12.363)  0.07
H (-17.365, -13.410, -9.971)  0.07
H (-17.064, -15.205, -15.895)  0.13
H (-15.964, -20.073, -18.959)  0.13
H (-22.862, -12.570, -10.623)  0.08
H (-14.235, -17.825, -12.704)  0.07
H (-22.199, -17.144, -11.482)  0.07
H (-12.856, -22.300, -3.359)  0.08
H (-18.054, -14.200, -8.539)  0.08
H (-13.166, -24.005, -3.700)  0.08
H (-17.979, -15.200, -9.938)  0.08
H (-17.156, -20.420, -11.117)  0.07
H (-24.477, -23.695, -9.514)  0.08
H (-14.204, -18.362, -19.203)  0.08
H (-8.920, -29.781, -5.744)  0.08
H (-21.570, -17.801, -5.975)  0.08
H (-20.708, -16.973, -7.262)  0.07
H (-10.954, -24.453, -4.053)  0.13
H (-17.133, -27.586, -9.074)  0.08
H (-8.229, -23.014, -3.898)  0.08
H (-22.844, -12.705, -12.386)  0.07
H (-13.638, -14.023, -7.333)  0.09
H (-25.253, -22.278, -12.003)  0.13
H (-8.803, -25.589, -10.349)  0.09
H (-15.140, -13.068, -9.172)  0.14
H (-17.565, -12.012, -14.918)  0.08
H (-5.648, -23.514, -8.851)  0.14
H (-6.596, -17.504, -7.854)  0.08
H (-7.138, -18.450, -9.148)  0.08
H (-24.934, -14.505, -6.548)  0.08
H (-8.446, -16.609, -9.934)  0.13
H (-24.142, -14.033, -4.952)  0.08
H (-16.139, -25.671, -13.875)  0.09
H (-11.938, -27.650, -9.160)  0.07
H (-15.655, -19.689, -9.295)  0.14
H (-23.677, -21.799, -13.646)  0.07
H (-10.575, -20.010, -14.131)  0.08
H (-11.484, -29.801, -7.945)  0.13
H (-9.546, -16.360, -4.236)  0.08
H (-23.648, -26.209, -3.907)  0.08
H (-6.746, -13.543, -10.207)  0.08
H (-12.508, -23.547, -2.118)  0.08
H (-8.592, -22.307, -5.484)  0.08
H (-22.890, -15.812, -7.946)  0.13
H (-18.627, -27.100, -10.018)  0.09
H (-20.946, -23.129, -5.974)  0.07
H (-13.103, -13.921, -9.015)  0.08
H (-10.006, -19.541, -12.543)  0.09
H (-18.542, -17.221, -14.702)  0.08
H (-16.749, -22.161, -17.666)  0.09
H (-17.496, -21.483, -16.223)  0.08
H (-22.052, -14.968, -12.182)  0.13
H (-17.556, -28.506, -10.456)  0.08
H (-11.365, -17.856, -3.989)  0.14
H (-4.512, -25.229, -7.748)  0.08
H (-23.422, -17.040, -12.751)  0.07
H (-9.039, -23.985, -5.130)  0.06
H (-22.199, -27.081, -4.241)  0.08
H (-25.693, -22.441, -9.651)  0.08
H (-17.805, -20.606, -9.612)  0.08
H (-10.372, -30.301, -4.888)  0.08
H (-14.789, -17.059, -3.399)  0.09
H (-23.928, -17.075, -11.068)  0.08
H (-10.066, -30.839, -6.652)  0.07
H (-13.184, -28.058, -7.938)  0.08
H (-16.486, -25.744, -10.661)  0.13
H (-21.981, -18.086, -7.707)  0.07
H (-20.269, -24.272, -7.065)  0.08
H (-13.663, -16.934, -14.091)  0.07
H (-16.452, -13.165, -15.654)  0.07
H (-22.049, -21.573, -13.015)  0.08
H (-13.380, -19.910, -8.758)  0.07
H (-7.302, -26.437, -10.738)  0.09
H (-13.691, -16.156, -12.539)  0.08
H (-22.567, -24.354, -5.088)  0.13
H (-12.698, -21.506, -9.104)  0.09
H (-13.636, -18.383, -3.930)  0.07
H (-22.269, -25.951, -2.795)  0.09
H (-11.865, -26.827, -7.692)  0.08
H (-8.262, -14.371, -10.607)  0.07
H (-13.663, -15.449, -8.545)  0.08
H (-14.725, -26.259, -12.863)  0.09
H (-4.915, -26.132, -9.181)  0.08
H (-7.939, -26.463, -9.093)  0.08
H (-14.154, -18.287, -17.464)  0.08
H (-19.253, -23.695, -5.851)  0.08
H (-13.664, -17.820, -2.256)  0.09
H (-17.264, -22.018, -10.392)  0.09
H (-24.399, -12.280, -11.541)  0.08
H (-25.900, -24.007, -10.520)  0.08
H (-16.466, -12.993, -13.852)  0.08
H (-22.598, -23.156, -13.679)  0.08
H (-17.899, -20.748, -17.734)  0.08

HOMO-LUMO gap   8.8 eV
Net charge   0
E_LUMO   -0.3 eV

---

Each structure's energy above the most stable one, in kcal/mol: run a 0.0; run b 82.3.